C24H37F3O21 | ωB97M-V with the def2-TZVPD basis set

frontier orbital gap: 10.80 eV
SMILES: O=C1OC[C@@H](F)O1.O=C1OC[C@@H](F)O1.O=C1OC[C@@H](F)O1.CCOC(=O)OC.CCOC(=O)OC.CCOC(=O)OC.O=C1OCCO1
F_max: 0.114 hartree/bohr
LUMO energy: 0.30 eV
calculated total energy: -2816.29083 hartree
relative energy (zero: lowest compared OMol25 entry of this formula, charge and spin): 348.5 kJ/mol

Each line ends with the Löwdin charge.
CARTESIAN COORDINATES (ANGSTROEM)
C -7.823 2.799 1.091  -0.093
C -9.266 3.209 0.774  -0.156
O -9.662 2.222 -0.079  0.098
C -8.898 1.159 0.021  -0.599
O -9.139 0.088 -0.489  0.144
O -7.772 1.430 0.661  0.087
H -7.667 2.892 2.165  0.127
H -7.054 3.388 0.591  0.130
H -9.387 4.201 0.339  0.134
H -9.811 3.335 1.709  0.128
C 4.096 6.537 -7.620  -0.072
C 4.071 7.615 -6.547  -0.213
O 5.202 8.521 -6.727  0.015
C 5.343 9.525 -5.806  -0.529
O 4.656 9.669 -4.804  0.105
O 6.481 10.216 -6.099  -0.023
C 7.162 11.001 -5.083  -0.032
H 5.088 6.114 -7.463  0.076
H 4.030 6.838 -8.666  0.079
H 3.339 5.787 -7.392  0.081
H 3.911 7.224 -5.542  0.127
H 3.195 8.209 -6.806  0.118
H 6.419 11.618 -4.578  0.086
H 7.936 11.662 -5.471  0.090
H 7.604 10.398 -4.290  0.093
C -2.121 -5.561 -7.533  -0.069
C -0.927 -6.208 -6.828  -0.187
O -1.420 -6.703 -5.537  0.006
C -1.847 -8.008 -5.477  -0.591
O -1.923 -8.758 -6.450  0.099
O -2.302 -8.209 -4.301  0.028
C -2.867 -9.420 -3.916  -0.045
H -2.969 -6.205 -7.766  0.077
H -1.730 -5.252 -8.503  0.072
H -2.573 -4.664 -7.112  0.075
H -0.104 -5.517 -6.642  0.115
H -0.355 -6.918 -7.427  0.118
H -3.240 -9.296 -2.899  0.095
H -2.052 -10.110 -3.700  0.101
H -3.648 -9.834 -4.554  0.106
C -0.081 5.544 1.737  -0.082
C 0.047 5.834 3.160  -0.260
O 0.113 4.693 3.970  0.048
C -0.979 3.941 4.130  -0.519
O -2.065 4.244 3.720  0.125
O -0.679 2.725 4.755  -0.022
C -1.595 1.689 4.758  -0.083
H -0.038 6.377 1.035  0.088
H -1.086 5.200 1.490  0.078
H 0.602 4.764 1.399  0.092
H -0.774 6.491 3.445  0.128
H 0.938 6.417 3.391  0.130
H -1.519 1.159 5.707  0.095
H -1.305 0.936 4.024  0.092
H -2.577 2.069 4.477  0.091
C -0.562 -8.492 7.655  -0.031
C 0.711 -7.779 7.939  -0.323
O 0.674 -6.702 7.021  0.143
C -0.130 -6.999 6.003  -0.558
O -0.453 -6.262 5.074  0.140
O -0.716 -8.157 6.251  0.085
F 1.802 -8.547 7.706  0.080
H -1.348 -8.099 8.299  0.146
H -0.379 -9.563 7.745  0.148
H 0.763 -7.397 8.959  0.169
C 6.237 -2.487 7.059  -0.069
C 5.376 -1.387 7.696  -0.423
O 4.424 -1.212 6.698  0.142
C 4.882 -1.672 5.514  -0.565
O 4.410 -1.523 4.418  0.169
O 6.014 -2.301 5.699  0.115
F 6.043 -0.334 7.826  0.176
H 5.980 -3.486 7.411  0.140
H 7.190 -2.248 7.531  0.142
H 4.806 -1.644 8.588  0.173
C -0.507 -1.822 -1.197  -0.099
C -1.419 -0.678 -1.317  -0.396
O -1.259 -0.286 -2.623  0.160
C -0.041 -0.703 -3.050  -0.438
O 0.567 -0.347 -4.075  0.126
O 0.563 -1.519 -2.083  0.076
F -0.975 0.227 -0.465  0.100
H -1.116 -2.670 -1.509  0.140
H -0.082 -2.073 -0.225  0.152
H -2.431 -0.915 -0.987  0.178

---

C2H3F2OP | ωB97M-V with the def2-TZVPD basis set

frontier orbital gap (spin up / spin down): 8.31 / 8.50 eV
F_max: 0.043 hartree/bohr
LUMO energy (spin up / spin down): 0.17 / 0.34 eV
calculated total energy: -694.17129 hartree
relative energy (zero: lowest compared OMol25 entry of this formula, charge and spin): 631.7 kJ/mol

Each line ends with the natural charge from an NBO analysis.
CARTESIAN COORDINATES (ANGSTROEM)
C 1.408 -0.290 -1.380  0.369
C -0.521 -0.538 0.534  0.397
O 1.249 0.540 -2.188  -0.457
F 0.192 -1.473 1.206  -0.360
F -1.517 -1.175 -0.099  -0.346
P -1.013 0.905 1.522  0.261
H 2.175 -1.044 -1.219  0.139
H -0.022 1.759 1.042  -0.002
H -1.952 1.316 0.583  -0.001

---

C11H9BN2O6 | ωB97M-V with the def2-TZVPD basis set

frontier orbital gap: 8.07 eV
SMILES: O=C(Nc1cccc(B(O)O)c1)c1ccc([N+](=O)[O-])o1
F_max: 0.068 hartree/bohr
LUMO energy: -0.62 eV
calculated total energy: -1010.37381 hartree
relative energy (zero: lowest compared OMol25 entry of this formula, charge and spin): 0.0 kJ/mol

Each line ends with the natural charge from an NBO analysis.
CARTESIAN COORDINATES (ANGSTROEM)
O -1.291 -1.716 1.753  -0.586
O 2.659 2.544 4.899  -0.322
O 0.880 3.775 4.758  -0.330
O 0.652 -0.520 -5.674  -0.900
O 1.266 1.457 -4.513  -0.889
O 0.657 1.064 2.968  -0.378
B 0.691 0.177 -4.497  1.118
C -0.500 -0.789 1.672  0.629
C -0.705 -0.216 4.205  -0.219
C -0.149 0.732 5.015  -0.295
C -0.186 -0.014 2.903  0.168
C 0.696 1.505 4.235  0.352
C -1.585 -1.979 -2.418  -0.205
C -0.906 -1.389 -3.462  -0.175
C -1.295 -1.647 -1.122  -0.223
C 0.423 -0.176 -1.919  -0.148
C 0.095 -0.480 -3.214  -0.412
C -0.256 -0.740 -0.839  0.132
N 0.082 -0.370 0.488  -0.590
N 1.468 2.695 4.671  0.493
H 1.129 -0.175 -6.456  0.494
H 1.402 1.765 -5.419  0.479
H -1.414 -0.994 4.489  0.257
H -0.366 0.865 6.055  0.246
H -2.362 -2.677 -2.689  0.216
H -1.212 -1.556 -4.485  0.222
H -1.829 -2.050 -0.271  0.255
H 1.220 0.514 -1.739  0.203
H 0.737 0.393 0.604  0.406

---

C2H4O2S | ωB97M-V with the def2-TZVPD basis set

frontier orbital gap: 8.94 eV
SMILES: CC(=S)OO
F_max: 0.098 hartree/bohr
LUMO energy: -0.13 eV
calculated total energy: -627.10395 hartree
relative energy (zero: lowest compared OMol25 entry of this formula, charge and spin): 473.1 kJ/mol

Each line ends with the natural charge from an NBO analysis.
CARTESIAN COORDINATES (ANGSTROEM)
C -0.925 0.120 0.200  0.111
C 0.285 0.908 0.210  -0.715
O 0.857 -1.567 0.022  -0.439
O -0.477 -1.506 -0.126  -0.320
S -2.471 0.248 0.220  0.161
H 0.996 0.511 0.895  0.272
H -0.002 1.870 0.402  0.243
H 0.623 0.789 -0.930  0.242
H 1.114 -1.372 -0.892  0.445

---

C19H23F3NO7S2 | ωB97M-V with the def2-TZVPD basis set

frontier orbital gap: 6.56 eV
charge: -1
F_max: 0.104 hartree/bohr
LUMO energy: 2.89 eV
calculated total energy: -2415.19552 hartree
relative energy (zero: lowest compared OMol25 entry of this formula, charge and spin): 230.8 kJ/mol

Each line ends with the natural charge from an NBO analysis.
CARTESIAN COORDINATES (ANGSTROEM)
C -0.508 -0.809 -3.500  -0.601
C -1.164 -0.202 -2.275  -0.391
C -2.083 -1.170 -1.582  -0.408
C -2.592 -0.569 -0.288  -0.372
C -1.571 -0.171 0.820  -0.428
C -2.409 0.636 1.861  0.803
O -2.210 0.631 3.057  -0.620
O -3.400 1.347 1.270  -0.543
C -4.110 2.228 2.180  -0.074
C -5.452 2.512 1.570  -0.622
C -1.031 -1.465 1.513  0.804
O -0.575 -1.516 2.637  -0.583
O -1.138 -2.588 0.752  -0.542
C -0.292 -3.659 1.294  -0.079
C -0.661 -4.946 0.612  -0.625
H 0.237 -0.107 -3.887  0.210
H -0.001 -1.743 -3.225  0.214
H -1.256 -1.010 -4.277  0.180
H -0.390 0.101 -1.553  0.221
H -1.731 0.706 -2.518  0.186
H -2.964 -1.387 -2.214  0.184
H -1.596 -2.130 -1.369  0.219
H -3.209 0.311 -0.501  0.233
H -3.257 -1.304 0.188  0.210
H -4.195 1.728 3.146  0.203
H -3.515 3.142 2.292  0.184
H -6.021 3.211 2.179  0.206
H -5.348 2.933 0.569  0.211
H -6.030 1.587 1.504  0.206
H 0.758 -3.372 1.124  0.206
H -0.496 -3.695 2.368  0.202
H -0.130 -5.757 1.108  0.208
H -1.734 -5.122 0.707  0.207
H -0.369 -4.936 -0.440  0.211
F -0.233 2.725 2.751  -0.340
C 0.615 1.735 2.377  0.958
F 1.816 2.305 2.105  -0.318
F 0.793 0.856 3.366  -0.309
S -0.159 0.922 0.684  0.271
N 1.847 0.959 0.017  -0.963
C 2.325 2.097 -0.576  0.648
O 1.685 3.139 -0.701  -0.626
C 3.734 1.826 -0.972  -0.143
C 4.042 0.490 -0.920  -0.215
C 5.283 -0.017 -1.308  -0.226
C 6.283 0.894 -1.678  -0.218
C 6.012 2.284 -1.658  -0.225
C 4.731 2.752 -1.315  -0.177
S 2.632 -0.415 -0.318  2.310
O 2.947 -1.117 0.885  -0.941
O 2.045 -1.109 -1.457  -0.962
H 5.454 -1.091 -1.301  0.222
H 7.278 0.548 -1.953  0.205
H 6.820 2.990 -1.899  0.206
H 4.492 3.812 -1.249  0.226